Entry 1:
Below is a single C24H26N4O3 molecule, with properties calculated with ωB97M-V/def2-TZVPD.

XYZ file:
```
57
Properties=species:S:1:pos:R:3:forces:R:3:nbo_charge:R:1
C -7.82767 -1.14040 0.19865 0.2 0.0 -0.3 -0.597
H -8.28782 -2.11110 0.03159 -0.1 -0.1 0.0 0.212
H -8.53591 -0.36879 -0.09440 -0.1 0.1 0.0 0.209
H -7.62610 -1.03570 1.26244 0.0 0.0 0.1 0.205
C -6.53625 -1.01709 -0.60352 0.0 0.0 0.4 -0.216
C -5.53633 -2.10668 -0.21016 0.0 0.1 -0.4 -0.410
H -5.95349 -3.09357 -0.41245 0.0 -0.1 0.0 0.217
C -4.22835 -1.94138 -0.98514 -0.2 -0.5 0.1 -0.221
N -3.67729 -0.61743 -0.77439 0.4 0.1 0.1 -0.392
C -2.69809 -0.45222 0.12461 0.0 0.5 -0.1 0.132
C -1.99314 0.62389 0.67298 -0.4 -0.2 -0.3 0.089
N -1.98763 1.97105 0.51798 -0.3 0.0 -0.2 -0.590
H -2.32292 2.34720 -0.35805 0.0 -0.1 0.2 0.389
C -0.92428 2.71831 1.15692 0.2 0.1 0.2 -0.232
C 0.45748 2.42827 0.61539 0.1 0.0 0.0 -0.030
C 0.65722 1.91619 -0.65912 0.0 0.0 0.1 -0.170
C 1.93439 1.64958 -1.11394 0.2 0.0 0.0 -0.177
C 3.03747 1.87746 -0.29982 -0.3 0.1 -0.1 -0.148
C 2.84036 2.40732 0.97195 0.0 0.0 -0.1 -0.174
C 1.56288 2.67840 1.41971 -0.1 0.0 -0.1 -0.204
H 1.41603 3.08155 2.41058 0.0 0.0 0.1 0.216
H 3.68268 2.63103 1.61055 0.1 0.0 0.1 0.212
C 4.38861 1.57008 -0.85166 0.0 0.1 0.2 0.666
O 4.64744 1.66422 -2.03643 -0.1 -0.1 -0.2 -0.623
N 5.30567 1.18242 0.06898 0.2 0.0 0.3 -0.607
H 5.01191 0.99675 1.01458 -0.1 0.0 -0.1 0.400
C 6.64218 0.77780 -0.30353 0.2 0.1 -0.2 -0.250
C 6.86990 -0.69434 -0.09439 0.0 -0.2 0.0 -0.082
C 5.92841 -1.63053 -0.50972 0.2 0.0 0.1 -0.166
C 6.17588 -2.97541 -0.29728 0.0 0.1 0.0 -0.247
C 7.36285 -3.33544 0.32427 -0.2 -0.2 -0.1 0.031
N 8.26609 -2.45623 0.72082 0.4 -0.3 0.2 -0.411
C 8.02239 -1.17453 0.51801 -0.2 0.3 -0.2 0.033
H 8.79175 -0.49338 0.86089 0.0 0.2 0.0 0.188
H 7.60496 -4.37241 0.51562 -0.1 -0.1 0.0 0.193
H 5.46533 -3.72592 -0.60670 0.0 -0.1 0.0 0.221
H 5.01922 -1.30369 -0.99459 -0.1 0.0 0.0 0.223
H 7.37720 1.35694 0.26601 0.0 -0.1 -0.1 0.202
H 6.74417 1.02439 -1.36669 0.1 0.0 0.2 0.253
H 2.09567 1.25740 -2.10676 0.0 0.0 -0.1 0.234
H -0.18264 1.71470 -1.30906 -0.1 0.0 0.0 0.198
H -0.93584 2.46662 2.22061 0.0 0.1 -0.1 0.232
H -1.15051 3.78422 1.05178 0.0 -0.1 0.1 0.215
C -1.21383 -0.24825 1.55967 0.4 0.2 0.7 0.426
O -0.42456 -0.07155 2.46057 -0.2 -0.1 -0.3 -0.569
C -1.89220 -1.42502 0.89144 0.1 -0.9 -0.2 0.434
O -1.78966 -2.63039 0.88555 -0.1 0.4 0.1 -0.558
C -4.57153 0.44907 -1.16680 -0.2 0.3 0.2 -0.199
H -4.09814 1.41306 -0.98363 0.0 0.0 -0.1 0.196
C -5.88861 0.35324 -0.39186 0.1 -0.1 -0.4 -0.409
H -6.56242 1.14589 -0.72122 0.0 0.1 0.0 0.214
H -5.68588 0.49839 0.67186 0.0 0.0 0.1 0.204
H -4.76737 0.35166 -2.24081 0.0 0.1 0.0 0.198
H -3.49721 -2.68299 -0.66488 0.0 0.1 -0.1 0.252
H -4.41361 -2.06264 -2.05811 0.0 0.0 0.0 0.190
H -5.32604 -2.04148 0.85962 0.0 0.0 0.1 0.205
H -6.77285 -1.12858 -1.66854 0.0 0.0 0.0 0.193
```
Positions in Å, forces in eV/Å.

Results
structure (SMILES) = CC1CCN(c2c(NCc3ccc(C(=O)NCc4cccnc4)cc3)c(=O)c2=O)CC1
energy = -37412.979 eV
highest occupied orbital energy = -8.0 eV

Entry 2:
Below is a 2-piece molecular cluster, C39H39F5N3O2 overall, with properties calculated with ωB97M-V/def2-TZVPD.

XYZ file:
```
88
Properties=species:S:1:pos:R:3:forces:R:3:mulliken_charge:R:1
C 0.27120 2.75533 5.40225 0.2 0.5 0.1 -0.942
N 0.48629 1.80797 4.33295 -0.3 -0.7 0.2 0.282
C 0.17340 0.48227 4.47765 0.1 -0.2 1.0 0.154
O -0.21547 -0.05852 5.51063 0.4 0.7 -1.7 -0.687
C 0.46775 -0.19364 3.12906 0.5 -0.5 1.0 -0.031
C -0.76127 -0.84227 2.49209 -0.2 0.3 -0.6 0.422
C -1.35742 -1.88401 3.38266 -0.2 -0.6 0.3 -0.377
C -2.57414 -1.66845 4.03038 0.0 0.3 0.0 0.199
F -3.27442 -0.53346 3.75364 0.4 -0.7 0.3 -0.429
C -3.07211 -2.55225 4.98115 -0.3 0.1 0.2 0.279
F -4.21735 -2.27865 5.63826 0.8 -0.2 -0.5 -0.288
C -2.35205 -3.71284 5.27202 -0.2 -0.2 0.4 0.597
F -2.78730 -4.54935 6.23417 0.3 0.6 -0.8 -0.279
C -1.16932 -3.99448 4.58689 0.3 -0.3 0.1 0.202
F -0.47955 -5.12030 4.86121 -0.5 0.8 -0.2 -0.284
C -0.69144 -3.08245 3.65083 0.0 0.1 0.0 0.256
F 0.48098 -3.34560 3.01086 -0.7 0.2 0.4 -0.361
N 1.02344 0.90983 2.34405 0.9 -0.6 -2.1 0.441
C 1.46872 0.72092 1.08995 -1.2 -0.4 1.9 -0.143
C 1.71567 1.73229 0.17211 0.4 0.9 -1.7 0.098
C 1.87341 1.46250 -1.18292 1.6 -0.5 1.5 -0.009
C 2.61221 2.31336 -2.08743 0.0 1.1 -0.9 0.213
C 3.20102 1.78072 -3.27134 -0.3 0.1 0.6 -0.093
C 3.99255 2.57607 -4.09458 -0.1 0.2 0.2 -0.834
C 4.20006 3.92998 -3.78628 -0.1 -0.5 0.3 -0.404
C 3.62557 4.47204 -2.62992 -0.1 -0.1 0.1 -0.759
C 2.83157 3.68756 -1.79858 0.0 -0.5 -0.2 -0.365
C 0.94577 2.21570 3.01504 -0.4 0.7 0.3 0.084
C -0.08930 3.12581 2.34338 -0.2 -0.1 0.0 -1.422
C 2.30598 2.92325 3.10915 0.1 -0.3 0.2 -1.707
H -0.22568 2.24886 6.23270 0.1 0.0 -0.2 0.368
H 1.22682 3.17209 5.74232 -0.2 -0.1 0.1 0.291
H -0.35390 3.58255 5.05045 0.0 -0.1 0.2 0.327
H 1.22207 -0.98540 3.27974 -0.1 0.4 0.0 0.531
H -1.51382 -0.06590 2.29896 0.2 -0.2 -0.1 0.768
H -0.46308 -1.28185 1.52897 -0.2 0.1 0.2 -0.666
H 1.65018 -0.32120 0.81035 -0.5 0.2 -0.1 0.902
H 1.83850 2.75776 0.52167 0.0 -0.5 -0.2 -0.028
H 1.68215 0.43831 -1.50167 0.0 0.2 0.0 0.222
H 3.04353 0.72300 -3.50533 0.1 0.4 0.0 0.402
H 4.45822 2.13853 -4.97696 -0.1 0.1 0.2 0.420
H 4.82803 4.54838 -4.42931 -0.2 -0.2 0.2 0.405
H 3.80376 5.51402 -2.36582 -0.1 -0.2 -0.1 0.408
H 2.36156 4.12230 -0.91309 0.2 0.0 -0.3 0.397
H -1.06826 2.62723 2.33831 0.2 0.2 0.0 0.295
H -0.14904 4.06784 2.90216 -0.1 -0.2 -0.2 0.520
H 0.19371 3.34627 1.31185 -0.2 0.1 0.2 0.399
H 2.98823 2.33661 3.73618 -0.1 0.1 -0.1 0.401
H 2.76342 3.05443 2.12731 0.0 0.1 0.2 0.364
H 2.16792 3.91363 3.55794 0.0 -0.2 -0.1 0.492
O -0.10851 -0.78009 -0.87459 0.2 1.1 0.6 0.338
C -0.83356 -1.22836 -2.01500 -0.2 -0.2 0.3 1.558
C 0.06522 -2.29032 -2.63042 -0.3 -0.1 -0.3 -0.515
C 0.95681 -2.92773 -1.76936 0.4 -0.3 -0.4 -0.267
C 1.91533 -3.80359 -2.28765 -0.4 0.1 0.0 -0.838
C 1.90891 -4.12484 -3.64766 0.0 0.1 0.2 -0.662
C 0.95049 -3.55893 -4.48935 -0.1 0.1 0.1 -1.114
C 0.03695 -2.62577 -3.99348 0.1 -0.1 0.5 -0.173
C -2.16988 -1.78025 -1.47679 0.2 -0.5 -0.4 0.267
C -2.77589 -1.18786 -0.36710 -0.3 -0.4 0.2 0.198
C -3.83605 -1.83543 0.27981 0.1 0.2 -0.4 -0.960
C -4.33932 -3.03508 -0.23528 0.1 0.1 0.0 -0.804
C -3.79996 -3.56927 -1.40951 0.1 0.3 -0.1 -0.840
C -2.71992 -2.93788 -2.03735 -0.3 0.1 0.5 -0.471
C -1.12243 -0.03057 -2.93027 -0.4 0.0 -0.8 -0.088
C -0.05606 0.50325 -3.91088 0.1 -0.1 0.4 0.197
C -0.43842 1.99315 -4.07826 0.2 0.2 -0.2 -0.642
C -1.50854 2.26816 -3.01042 -0.4 -0.2 -0.1 -0.773
N -1.36295 1.13075 -2.09864 -0.3 0.5 0.8 -0.127
H -0.39899 0.14670 -0.70189 0.1 -0.6 -0.5 0.008
H 0.91173 -2.71789 -0.69955 0.2 -0.1 -0.4 0.282
H 2.64450 -4.22907 -1.60292 -0.1 -0.1 -0.2 0.454
H 2.64882 -4.82224 -4.04252 -0.2 0.2 0.1 0.405
H 0.90710 -3.83443 -5.54189 0.1 0.0 0.2 0.425
H -0.70480 -2.16863 -4.65474 0.3 -0.2 0.2 0.583
H -2.40972 -0.23735 0.03356 -0.1 -0.5 0.0 -0.148
H -4.25331 -1.38344 1.18152 0.0 -0.2 -0.3 0.502
H -5.16277 -3.53576 0.27801 0.3 0.1 -0.2 0.422
H -4.20453 -4.48587 -1.84021 0.1 0.3 0.2 0.431
H -2.28307 -3.35397 -2.94545 -0.1 0.0 0.3 0.380
H -2.03828 -0.27915 -3.51038 0.3 0.0 0.1 0.471
H 0.93607 0.45134 -3.43780 -0.4 -0.2 -0.3 -0.682
H -0.01268 -0.07483 -4.84107 0.0 0.3 0.2 0.835
H 0.43466 2.63082 -3.89091 -0.1 -0.1 -0.2 0.140
H -0.80079 2.21809 -5.08808 0.1 0.0 0.3 0.377
H -1.37509 3.21905 -2.48454 0.0 -0.2 -0.1 0.456
H -2.51752 2.24899 -3.46126 0.3 0.2 0.1 0.312
H -2.17237 1.01154 -1.48373 0.1 0.1 -0.6 0.030
```
Positions in Å, forces in eV/Å.

Results
total charge = +1
energy = -63221.778 eV
highest occupied orbital energy = -11.3 eV